Entry 1:
The following is a DFT calculation (ωB97M-V with the def2-TZVPD basis set) of 3 unconnected molecules or ions with the total composition CH7O2S.

```
11
Properties=species:S:1:pos:R:3:forces:R:3:lowdin_charge:R:1
C -0.583980 -0.060746 -0.994712 0.526 -0.208 -0.345 -0.6662
S 0.447136 0.175526 0.499103 -0.178 -0.075 0.032 0.2074
H -0.861995 -1.111112 -1.113766 -0.376 0.062 0.243 -0.0085
H -1.457185 0.583903 -0.941422 -0.220 -0.156 -0.107 -0.0148
H -0.056030 0.150035 -1.933446 0.125 0.325 0.201 -0.0081
H 3.722082 -0.202003 -0.033832 0.145 0.080 -0.084 0.0001
H 2.534026 0.678885 -0.131803 -0.110 0.182 -0.101 -0.1332
O 3.501569 0.687307 -0.333708 -0.028 -0.254 0.140 -0.1739
H -2.835028 0.138114 2.177348 0.317 -0.402 -0.493 0.0233
H -1.728903 -0.496269 1.305677 0.391 0.249 0.016 -0.0895
O -2.681693 -0.543640 1.500561 -0.592 0.197 0.499 -0.1366
```
Forces are in eV/Å.

- relative energy (zero: lowest compared OMol25 entry of this formula, charge and spin) (kcal/mol) = 2.1
- Kohn-Sham gap (eV) = 6.92
- electronic energy (a.u.) = -591.00905
- charge = -1

Entry 2:
The following is a DFT calculation (ωB97M-V with the def2-TZVPD basis set) of a molecular structure, C28H25ClNPPt at a distorted geometry.

```
57
Properties=species:S:1:pos:R:3:forces:R:3:lowdin_spin:R:1
C 1.981251 -2.199117 -1.102648 -0.215 0.026 -0.675 0.0039
C 2.094132 -1.453710 -2.292707 -1.186 -1.548 -0.119 0.0708
C 0.763574 -1.443884 -2.964256 0.635 -0.546 1.358 0.0902
H 2.999280 -1.099765 -2.750749 0.082 0.188 -0.032 0.0017
C -0.139678 -2.145186 -2.046036 1.485 -0.790 -0.305 0.0304
C 0.623362 -2.611000 -0.964219 0.020 -0.043 -0.768 0.0529
H 0.284884 -3.267991 -0.173329 -0.263 0.166 0.180 0.0052
H 2.788574 -2.483626 -0.426197 -0.174 0.303 -0.117 -0.0013
H 0.620583 -1.280176 -4.030341 -0.052 0.099 0.137 0.0087
H -1.181123 -2.369336 -2.219988 -0.095 0.102 -0.085 -0.0009
Pt 0.715473 0.551863 -2.112774 0.568 0.835 -0.522 1.1507
Cl 2.568489 1.703673 -2.813266 0.779 0.540 0.739 0.1986
C 1.168465 2.309899 -5.338986 0.027 -1.092 -1.332 0.0040
C -0.060813 1.666951 -5.670837 1.189 -0.406 -0.463 0.0072
C 0.251266 0.429481 -6.326693 0.774 0.647 0.157 0.0035
H -1.050446 2.085258 -5.539616 -0.062 -0.067 0.150 0.0001
C 1.681261 0.309881 -6.393462 -0.744 1.027 0.228 0.0021
C 2.247764 1.468812 -5.783528 -1.518 0.110 -0.621 0.0029
H 3.304369 1.693558 -5.727121 -0.008 -0.040 0.208 0.0008
H 1.271911 3.279594 -4.878265 0.005 -0.028 0.215 0.0001
H -0.457796 -0.239757 -6.803339 -0.023 -0.069 0.182 0.0002
H 2.236581 -0.463330 -6.916723 -0.064 -0.070 0.179 0.0001
N -0.188037 0.349852 -0.462162 -2.986 -0.031 7.060 0.2234
P -0.500526 0.188947 1.189099 1.713 0.564 -7.187 0.0855
C -2.120117 -0.528611 1.583642 -0.701 -0.263 0.587 0.0195
C -2.619519 -0.580412 2.899512 -0.338 -0.230 0.083 0.0034
C -3.797161 -1.280607 3.189193 -0.221 -0.180 -0.398 0.0013
C -4.510914 -1.910206 2.159745 0.145 0.010 -0.262 0.0001
C -4.057370 -1.794909 0.839672 0.059 0.140 0.335 0.0004
C -2.878588 -1.102155 0.558709 0.164 0.010 -0.012 0.0032
C 0.704793 -0.799077 2.104916 -0.151 -0.171 0.829 0.0039
C 1.997849 -0.287406 2.238104 0.059 0.084 0.032 -0.0003
C 2.935368 -0.928982 3.038083 0.025 -0.039 0.083 0.0006
C 2.602032 -2.103713 3.713422 -0.026 -0.087 -0.238 -0.0020
C 1.334612 -2.656687 3.522580 0.071 -0.148 -0.040 0.0006
C 0.388445 -2.018526 2.713527 0.282 0.012 0.441 -0.0008
C -0.490468 1.829302 1.943022 -0.273 0.328 1.194 0.0155
C -0.407654 2.017719 3.330826 0.162 0.573 0.101 0.0040
C -0.389146 3.308703 3.862466 0.075 0.467 -0.223 0.0013
C -0.437309 4.423410 3.014691 -0.180 -0.028 -0.172 0.0009
C -0.547775 4.233336 1.632856 -0.096 -0.158 0.470 0.0003
C -0.608610 2.943151 1.113091 0.364 0.098 -0.114 0.0019
H -2.117915 -0.084690 3.734295 0.059 -0.194 -0.392 0.0002
H -4.186299 -1.366977 4.207508 0.293 0.184 -0.241 0.0003
H -5.419426 -2.496271 2.369085 0.472 0.383 -0.014 0.0000
H -4.610214 -2.247600 0.019080 0.063 0.053 0.179 0.0001
H -2.512166 -0.993005 -0.461553 0.081 -0.103 0.145 0.0012
H 2.267205 0.631746 1.717546 -0.097 -0.174 0.068 0.0003
H 3.929285 -0.497686 3.148359 -0.173 -0.105 -0.053 0.0001
H 3.344905 -2.608589 4.343382 -0.356 0.213 -0.233 -0.0002
H 1.085923 -3.604234 4.010155 0.016 0.313 -0.167 0.0001
H -0.603677 -2.462953 2.619607 0.266 0.201 -0.096 0.0000
H -0.317538 1.185956 4.028359 0.029 -0.005 -0.294 0.0002
H -0.307005 3.485992 4.935175 -0.027 -0.232 -0.179 0.0003
H -0.416551 5.447415 3.418635 0.057 -0.582 -0.111 0.0001
H -0.588964 5.084497 0.958678 -0.001 -0.106 0.101 0.0000
H -0.668807 2.781170 0.041803 0.010 -0.145 0.024 0.0030
```
Forces are in eV/Å.

- relative energy (zero: lowest compared OMol25 entry of this formula, charge and spin) (kcal/mol) = 0.0
- 2S+1 = 3
- Kohn-Sham gap (alpha / beta) (eV) = 3.64 / 3.66
- electronic energy (a.u.) = -2057.40567
- charge = -2